Record 1
Molecular formula: C19H20N2O5S2
Method: DFT, ωB97M-V with the def2-TZVPD basis set

- Lowest unoccupied orbital energy: -0.98 eV
- SMILES: CC(C)(O)C#Cc1ccc(/C=C/S(=O)(=O)Nc2ccccc2S(N)(=O)=O)cc1
- Total charge: 0
- Gap between HOMO and LUMO: 8.087 eV
- Relative energy (zero: lowest compared OMol25 entry of this formula, charge and spin): 75.9 kcal/mol

Last column: Löwdin charge in e.
Cartesian coordinates (Å):
C  -4.193  5.714  4.690  -0.019
C  -2.675  5.437  4.573  -0.637
C  -2.082  4.906  5.834  -0.031
O  -1.955  6.607  4.200  0.001
C  -2.480  4.429  3.529  0.059
C  -2.122  3.639  2.673  0.065
C  -1.617  2.680  1.730  -0.248
C  -0.301  2.743  1.327  -0.017
C  0.219  1.789  0.411  -0.004
C  -0.588  0.781  -0.113  -0.234
C  -0.073  -0.247  -0.996  -0.031
C  -0.784  -1.371  -1.403  -0.116
S  -0.111  -2.649  -2.453  0.730
O  0.344  -2.122  -3.754  -0.332
O  -1.074  -3.762  -2.629  -0.307
N  1.286  -3.147  -1.639  -0.066
C  1.963  -4.182  -2.259  -0.307
C  1.518  -5.513  -2.041  0.007
C  2.154  -6.601  -2.621  -0.049
C  3.299  -6.355  -3.383  -0.061
C  3.738  -5.044  -3.586  -0.057
C  3.072  -3.959  -3.029  -0.224
S  3.844  -2.354  -3.248  0.668
N  3.003  -1.858  -4.588  -0.048
O  5.234  -2.410  -3.682  -0.293
O  3.461  -1.447  -2.176  -0.314
C  -1.967  0.836  0.194  -0.017
C  -2.455  1.744  1.118  -0.022
H  -4.459  6.463  5.479  0.103
H  -4.703  4.782  4.901  0.083
H  -4.572  6.088  3.767  0.070
H  -2.613  4.023  6.235  0.106
H  -1.052  4.652  5.703  0.083
H  -2.105  5.673  6.608  0.094
H  -1.836  6.626  3.249  0.095
H  0.336  3.523  1.770  0.127
H  1.320  1.821  0.132  0.140
H  0.973  -0.183  -1.323  0.118
H  -1.802  -1.528  -1.119  0.075
H  1.881  -2.339  -1.582  0.050
H  0.644  -5.653  -1.454  0.108
H  1.780  -7.593  -2.422  0.108
H  3.864  -7.196  -3.788  0.110
H  4.620  -4.923  -4.191  0.111
H  3.281  -2.498  -5.315  0.074
H  2.013  -1.897  -4.394  0.007
H  -2.677  0.147  -0.260  0.110
H  -3.550  1.730  1.319  0.133

***

Record 2
Molecular formula: C19H20N3O3S2Ti
Method: DFT, ωB97M-V with the def2-TZVPD basis set

- Lowest unoccupied orbital energy (alpha / beta): -0.01 / -0.13 eV
- Total charge: 0
- Gap between HOMO and LUMO (alpha / beta): 8.400 / 8.302 eV
- 2S+1: 2
- ⟨S²⟩: 0.7531

Last column: Löwdin charge in e.
Cartesian coordinates (Å):
Ti  1.570  -0.974  0.710  1.031
C  -0.914  2.519  -0.255  -0.007
C  0.419  1.877  -0.313  -0.245
N  0.432  0.628  -0.550  -0.028
N  -0.697  0.075  -1.264  -0.095
C  -1.238  -0.893  -0.665  -1.079
S  -0.854  -1.600  0.880  0.578
S  -2.368  -1.538  -1.942  0.915
C  -3.859  -1.954  -1.048  -0.436
C  -4.833  -0.731  -0.922  -0.251
C  -6.185  -0.977  -0.949  -0.078
C  -7.157  -0.021  -0.676  -0.105
C  -6.783  1.267  -0.451  -0.091
C  -5.360  1.564  -0.476  -0.070
C  -4.393  0.580  -0.603  -0.054
C  1.579  2.497  0.346  -0.117
C  1.668  3.871  0.217  -0.028
C  2.878  4.557  0.380  -0.048
C  3.988  3.799  0.830  -0.058
C  3.892  2.471  1.079  -0.015
C  2.703  1.854  0.812  -0.266
O  2.663  0.498  1.146  -0.230
H  -0.860  3.512  -0.452  0.030
H  -1.444  2.199  0.639  0.118
H  -1.476  2.247  -1.137  0.087
H  -3.605  -2.311  -0.097  0.044
H  -4.467  -2.685  -1.528  0.063
H  -6.513  -1.951  -1.185  0.094
H  -8.257  -0.334  -0.691  0.130
H  -7.458  2.003  -0.164  0.073
H  -5.172  2.663  -0.230  0.117
H  -3.314  0.807  -0.422  0.090
H  0.820  4.430  -0.290  0.130
H  2.902  5.621  0.271  0.094
H  4.883  4.309  0.979  0.088
H  4.658  1.856  1.462  0.117
N  5.596  -2.668  0.641  0.005
C  5.115  -4.007  0.787  -0.318
C  3.803  -4.163  0.056  -0.084
C  2.863  -2.965  0.308  -0.594
O  2.660  -2.591  1.498  -0.081
O  2.344  -2.288  -0.637  -0.068
H  6.543  -2.630  0.972  0.065
H  5.042  -2.145  1.361  0.091
H  5.042  -4.332  1.864  0.123
H  5.864  -4.753  0.375  0.131
H  3.301  -5.013  0.367  0.098
H  3.980  -4.179  -1.031  0.133

***

Record 3
Molecular formula: C19H20N4O2Os
Method: DFT, ωB97M-V with the def2-TZVPD basis set

- Lowest unoccupied orbital energy (alpha / beta): -13.87 / -18.61 eV
- Total charge: +4
- Gap between HOMO and LUMO (alpha / beta): 8.232 / 3.576 eV
- 2S+1: 5
- ⟨S²⟩: 6.0361

Last column: Löwdin charge in e.
Cartesian coordinates (Å):
N  -1.020  3.321  0.161  0.148
C  -0.441  4.308  -0.053  -0.206
C  0.230  5.568  -0.295  -0.009
H  -0.518  6.363  -0.385  0.122
H  0.815  5.519  -1.216  0.107
H  0.890  5.809  0.542  0.114
N  2.850  -1.842  -0.251  0.138
C  3.722  -2.419  -0.765  -0.203
C  4.844  -3.162  -1.331  -0.018
H  5.311  -2.590  -2.150  0.110
H  4.506  -4.125  -1.742  0.112
H  5.592  -3.373  -0.557  0.118
N  -3.455  -0.412  0.167  0.148
C  -4.122  -1.341  -0.049  -0.206
C  -5.007  -2.465  -0.288  -0.010
H  -4.706  -3.319  0.331  0.113
H  -4.965  -2.755  -1.343  0.111
H  -6.037  -2.185  -0.030  0.123
Os  0.157  -0.101  -1.034  1.484
C  -0.385  -1.595  0.046  -0.235
O  -0.724  -2.577  0.576  0.199
C  1.308  1.005  0.051  -0.230
O  2.072  1.706  0.583  0.200
C  0.637  1.260  -2.647  -0.120
C  -0.747  1.322  -2.440  -0.099
C  -1.507  0.147  -2.440  -0.098
C  -0.881  -1.091  -2.643  -0.123
C  0.494  -1.143  -2.911  -0.092
C  1.249  0.028  -2.912  -0.092
H  1.235  2.155  -2.528  0.163
H  -1.224  2.273  -2.233  0.140
H  -2.571  0.190  -2.233  0.141
H  -1.452  -2.004  -2.525  0.164
H  0.983  -2.099  -3.053  0.169
H  2.321  -0.026  -3.057  0.168
C  -2.631  1.715  3.855  0.103
C  -1.504  2.412  3.414  0.133
C  -0.599  1.749  2.562  0.019
N  -0.822  0.538  2.050  0.243
C  -1.840  -0.156  2.561  0.019
C  -2.812  0.402  3.414  0.133
H  -3.329  2.169  4.553  0.171
H  -1.275  3.431  3.723  0.174
H  0.342  2.233  2.307  0.140
H  -1.902  -1.212  2.304  0.140
H  -3.650  -0.220  3.722  0.174

***

Record 4
Molecular formula: C19H20N7O2Pt
Method: DFT, ωB97M-V with the def2-TZVPD basis set

- Lowest unoccupied orbital energy: -3.94 eV
- Total charge: +1
- Gap between HOMO and LUMO: 6.865 eV
- Relative energy (zero: lowest compared OMol25 entry of this formula, charge and spin): 3.6 kcal/mol

Last column: Löwdin charge in e.
Cartesian coordinates (Å):
Pt  -0.940  1.043  1.693  1.169
N  -4.104  1.496  -0.920  0.069
C  -2.860  1.828  -0.571  -0.092
N  -2.570  1.162  0.528  -0.070
C  -3.687  0.443  0.816  -0.291
N  -4.643  0.619  -0.057  0.167
C  -3.687  -0.416  1.994  -0.178
C  -4.772  -1.200  2.364  -0.032
N  -4.709  -2.024  3.399  0.120
C  -3.554  -2.095  4.043  -0.076
C  -2.463  -1.308  3.689  -0.077
N  -2.534  -0.444  2.685  0.044
H  -4.637  1.814  -1.714  0.178
H  -2.209  2.497  -1.108  0.156
H  -5.699  -1.154  1.806  0.132
H  -3.482  -2.787  4.872  0.123
H  -1.520  -1.411  4.206  0.103
C  2.933  -0.502  -5.552  -0.045
C  2.400  -0.370  -4.155  -0.256
C  3.210  0.064  -3.115  0.003
C  2.726  0.201  -1.819  -0.198
C  3.633  0.646  -0.706  -0.020
C  1.392  -0.110  -1.573  -0.077
C  0.549  -0.549  -2.598  -0.201
C  -0.891  -0.884  -2.321  -0.024
C  1.070  -0.674  -3.876  -0.001
C  0.828  -0.034  -0.181  -0.604
O  0.865  -0.945  0.621  0.059
O  0.243  1.132  0.049  -0.198
H  4.014  -0.368  -5.577  0.077
H  2.489  0.246  -6.211  0.086
H  2.704  -1.483  -5.969  0.084
H  4.249  0.300  -3.314  0.119
H  4.575  1.023  -1.099  0.083
H  3.854  -0.181  -0.028  0.096
H  3.175  1.444  -0.121  0.062
H  -0.984  -1.571  -1.478  0.090
H  -1.355  -1.351  -3.189  0.083
H  -1.460  0.017  -2.082  0.059
H  0.425  -1.024  -4.675  0.122
N  0.935  0.270  3.921  0.024
C  2.234  0.247  4.261  -0.047
C  2.908  1.011  3.338  -0.016
C  1.925  1.470  2.459  -0.120
N  0.730  1.024  2.829  -0.178
H  0.158  -0.135  4.409  0.136
H  2.571  -0.286  5.133  0.132
H  3.963  1.215  3.307  0.113
H  2.004  2.096  1.588  0.110

***

Record 5
Molecular formula: C19H20NO6S2
Method: DFT, ωB97M-V with the def2-TZVPD basis set

- Lowest unoccupied orbital energy: 2.04 eV
- SMILES: CNCC[C@H](Oc1cccc2c(OS(=O)(=O)[O-])c(OC)ccc12)c1cccs1
- Total charge: -1
- Gap between HOMO and LUMO: 7.013 eV
- Relative energy (zero: lowest compared OMol25 entry of this formula, charge and spin): 0.0 kcal/mol

Last column: Löwdin charge in e.
Cartesian coordinates (Å):
C  1.611  -4.072  3.656  -0.138
N  0.202  -4.001  3.204  -0.144
C  -0.226  -2.798  2.453  -0.221
C  -0.013  -1.477  3.208  -0.165
C  -0.712  -0.344  2.487  -0.315
O  -0.172  -0.278  1.134  -0.041
C  -0.946  0.030  0.030  -0.213
C  -2.347  -0.014  0.041  -0.009
C  -3.055  0.353  -1.125  -0.066
C  -2.398  0.835  -2.253  -0.010
C  -1.000  0.984  -2.248  -0.090
C  -0.302  1.388  -3.388  -0.194
O  -0.979  1.719  -4.551  -0.150
S  -1.108  0.381  -5.595  0.485
O  0.150  -0.381  -5.769  -0.344
O  -2.228  -0.478  -5.137  -0.363
O  -1.512  0.927  -6.896  -0.367
C  1.087  1.614  -3.324  -0.211
O  1.825  2.097  -4.385  -0.071
C  2.882  1.187  -4.788  -0.065
C  1.740  1.355  -2.113  -0.005
C  1.087  0.788  -1.035  -0.003
C  -0.307  0.570  -1.074  -0.108
C  -0.486  0.967  3.249  -0.454
C  -0.259  2.175  2.630  -0.083
C  0.003  3.217  3.626  -0.175
C  -0.083  2.779  4.936  -0.403
S  -0.411  1.045  4.997  0.994
H  2.293  -3.822  2.830  0.073
H  1.779  -3.360  4.459  0.060
H  1.858  -5.082  4.052  0.079
H  -0.043  -4.817  2.645  0.094
H  0.302  -2.825  1.498  0.117
H  -1.255  -2.948  2.192  0.112
H  1.079  -1.254  3.235  0.135
H  -0.348  -1.619  4.221  0.097
H  -1.762  -0.602  2.529  0.130
H  -2.929  -0.364  0.880  0.095
H  -4.134  0.234  -1.149  0.099
H  -2.973  1.115  -3.150  0.121
H  3.662  0.990  -4.020  0.080
H  2.492  0.222  -5.066  0.073
H  3.406  1.596  -5.643  0.083
H  2.793  1.556  -2.056  0.105
H  1.652  0.491  -0.147  0.116
H  -0.211  2.302  1.564  0.109
H  0.185  4.258  3.330  0.099
H  0.110  3.359  5.823  0.050

***

Record 6
Molecular formula: C19H20O7
Method: DFT, ωB97M-V with the def2-TZVPD basis set

- Lowest unoccupied orbital energy: 0.58 eV
- SMILES: COc1ccc(C(=O)COC(=O)c2ccc(OC)c(OC)c2)cc1OC
- Total charge: 0
- Gap between HOMO and LUMO: 8.771 eV
- Relative energy (zero: lowest compared OMol25 entry of this formula, charge and spin): 31.6 kcal/mol

Last column: Löwdin charge in e.
Cartesian coordinates (Å):
C  3.193  3.589  -1.069  -0.071
O  2.579  2.500  -1.724  -0.061
C  2.613  1.244  -1.216  -0.187
C  1.983  0.293  -2.020  0.017
C  1.896  -1.034  -1.663  -0.020
C  2.465  -1.453  -0.464  -0.159
C  2.413  -2.837  0.036  -0.350
O  3.229  -3.292  0.804  0.105
C  1.279  -3.728  -0.481  -0.071
O  0.071  -3.040  -0.761  -0.018
C  -0.374  -2.228  0.215  -0.438
O  0.202  -2.099  1.271  0.135
C  -1.609  -1.520  -0.158  -0.124
C  -2.238  -1.698  -1.385  -0.010
C  -3.385  -0.988  -1.659  0.012
C  -3.941  -0.091  -0.744  -0.187
O  -5.069  0.512  -1.189  -0.058
C  -5.779  1.449  -0.408  -0.068
C  -3.302  0.092  0.502  -0.175
O  -3.852  0.975  1.395  -0.114
C  -3.216  1.156  2.638  -0.074
C  -2.150  -0.627  0.767  0.057
C  3.122  -0.518  0.336  0.059
C  3.202  0.820  -0.004  -0.174
O  3.826  1.754  0.783  -0.115
C  4.408  1.328  1.992  -0.074
H  3.013  4.446  -1.718  0.094
H  2.750  3.773  -0.089  0.095
H  4.268  3.437  -0.956  0.096
H  1.554  0.645  -2.946  0.123
H  1.407  -1.730  -2.324  0.119
H  1.107  -4.508  0.269  0.144
H  1.582  -4.193  -1.423  0.144
H  -1.831  -2.385  -2.108  0.118
H  -3.898  -1.104  -2.600  0.122
H  -6.145  1.006  0.520  0.096
H  -6.624  1.749  -1.027  0.094
H  -5.169  2.324  -0.175  0.096
H  -3.823  1.889  3.167  0.096
H  -3.184  0.227  3.214  0.100
H  -2.200  1.545  2.517  0.099
H  -1.627  -0.521  1.704  0.115
H  3.553  -0.885  1.253  0.117
H  4.830  2.227  2.439  0.095
H  5.206  0.600  1.820  0.100
H  3.663  0.900  2.669  0.100

***

Record 7
Molecular formula: C19H21BrClN3O3
Method: DFT, ωB97M-V with the def2-TZVPD basis set

- Lowest unoccupied orbital energy: 0.58 eV
- SMILES: COc1ccc(Cl)cc1NC(=O)CN(C)CC(=O)Nc1ccc(C)cc1Br
- Total charge: 0
- Gap between HOMO and LUMO: 8.797 eV

Last column: Löwdin charge in e.
Cartesian coordinates (Å):
C  -0.590  -1.191  3.015  -0.068
O  -0.544  -0.095  2.134  -0.098
C  0.679  0.315  1.669  -0.230
C  1.875  -0.346  1.885  -0.026
C  3.061  0.153  1.365  -0.119
C  3.044  1.324  0.630  -0.699
Cl  4.515  1.951  -0.014  0.677
C  1.859  2.006  0.398  -0.056
C  0.673  1.505  0.911  -0.172
N  -0.563  2.113  0.708  0.150
C  -0.883  3.214  -0.017  -0.452
O  -0.109  3.920  -0.621  0.079
C  -2.393  3.477  0.027  -0.102
N  -3.119  2.226  0.125  -0.237
C  -4.437  2.344  0.714  -0.072
C  -3.150  1.487  -1.137  -0.086
C  -3.030  0.005  -0.781  -0.432
O  -3.978  -0.659  -0.430  0.077
N  -1.745  -0.442  -0.848  0.123
C  -1.230  -1.679  -0.473  -0.263
C  -1.979  -2.633  0.213  -0.005
C  -1.412  -3.830  0.605  -0.043
C  -0.079  -4.122  0.337  -0.290
C  0.529  -5.424  0.758  -0.048
C  0.670  -3.183  -0.359  -0.093
C  0.100  -1.991  -0.762  -0.551
Br  1.182  -0.765  -1.766  0.860
H  -1.640  -1.306  3.281  0.101
H  -0.240  -2.110  2.536  0.082
H  -0.002  -0.999  3.918  0.102
H  1.901  -1.261  2.455  0.111
H  3.987  -0.370  1.533  0.105
H  1.845  2.914  -0.181  0.104
H  -1.351  1.629  1.130  0.133
H  -2.590  4.070  0.925  0.134
H  -2.670  4.087  -0.845  0.137
H  -4.344  2.744  1.722  0.089
H  -4.878  1.351  0.770  0.082
H  -5.105  2.996  0.133  0.093
H  -4.092  1.652  -1.679  0.135
H  -2.320  1.804  -1.770  0.129
H  -1.050  0.202  -1.208  0.066
H  -3.011  -2.418  0.431  0.106
H  -2.017  -4.550  1.135  0.116
H  0.108  -5.759  1.703  0.078
H  0.321  -6.189  0.009  0.086
H  1.607  -5.337  0.859  0.077
H  1.704  -3.381  -0.596  0.109

***

Record 8
Molecular formula: C19H21BrFN2O9Ti
Method: DFT, ωB97M-V with the def2-TZVPD basis set

- Lowest unoccupied orbital energy (alpha / beta): -0.46 / -0.45 eV
- Total charge: 0
- Gap between HOMO and LUMO (alpha / beta): 7.625 / 8.496 eV
- 2S+1: 2
- ⟨S²⟩: 0.7518
- Relative energy (zero: lowest compared OMol25 entry of this formula, charge and spin): 4.9 kcal/mol

Last column: Löwdin charge in e.
Cartesian coordinates (Å):
Ti  -0.307  0.865  -0.047  1.235
C  -2.262  0.692  2.686  -0.066
O  -0.899  0.929  2.351  -0.249
C  -0.006  0.299  3.243  -0.179
C  1.366  0.596  2.706  -0.138
O  1.418  0.116  1.363  -0.218
C  2.337  -0.949  1.078  -0.128
C  1.657  -2.148  0.471  -0.207
O  1.226  -1.810  -0.823  -0.194
C  0.589  -2.891  -1.468  -0.083
H  -2.462  1.068  3.693  0.099
H  -2.480  -0.378  2.641  0.090
H  -2.865  1.225  1.961  0.087
H  -0.195  -0.782  3.265  0.140
H  -0.126  0.700  4.256  0.140
H  2.148  0.135  3.310  0.132
H  1.522  1.676  2.674  0.138
H  2.829  -1.243  2.007  0.130
H  3.084  -0.567  0.380  0.137
H  0.806  -2.464  1.089  0.132
H  2.383  -2.972  0.429  0.137
H  1.290  -3.719  -1.622  0.094
H  0.243  -2.533  -2.435  0.098
H  -0.264  -3.254  -0.887  0.088
O  -0.954  0.660  -2.036  -0.038
C  -1.945  0.051  -2.436  -0.136
C  -2.715  -0.916  -1.705  -0.104
C  -3.842  -1.453  -2.337  0.058
C  -4.581  -2.419  -1.712  -0.150
C  -4.217  -2.902  -0.446  0.017
C  -3.112  -2.401  0.182  0.013
C  -2.318  -1.379  -0.412  -0.330
O  -1.288  -0.936  0.210  -0.129
N  -5.758  -2.968  -2.378  -0.362
O  -6.389  -3.827  -1.790  0.070
O  -6.044  -2.536  -3.478  0.070
H  -2.274  0.245  -3.467  0.146
H  -4.134  -1.108  -3.320  0.132
H  -4.822  -3.671  0.012  0.122
H  -2.813  -2.765  1.156  0.119
F  -1.840  1.828  0.108  -0.356
Br  5.009  6.333  0.592  0.747
C  4.573  4.692  -0.236  -0.667
C  5.510  4.058  -1.041  -0.183
N  5.269  2.903  -1.652  0.079
C  4.075  2.344  -1.475  -0.069
C  3.083  2.909  -0.684  -0.101
C  3.333  4.116  -0.048  -0.040
C  1.771  2.227  -0.501  -0.581
O  1.552  1.121  -1.077  -0.067
O  0.896  2.725  0.251  -0.023
H  6.487  4.502  -1.193  0.103
H  3.886  1.406  -1.981  0.124
H  2.571  4.573  0.568  0.122